[1]
Computed, not measured: a 6-piece molecular cluster, C27H52Cl2INO20 overall, with ωB97M-V/def2-TZVPD.

Element x y z (Å)
C -0.016 -2.271 -1.262
C 0.027 -0.622 -1.283
Cl 1.119 -0.141 -2.741
C 0.766 -0.152 0.103
Cl 2.294 0.819 -0.440
C -0.148 0.914 1.014
C -1.538 0.118 1.360
C -2.848 0.589 0.496
C -3.759 -0.756 0.096
N -4.413 -0.427 -1.262
C 0.799 1.228 2.346
O 0.035 1.593 3.547
C 0.665 2.844 4.080
O 2.039 2.609 4.575
C 2.869 3.820 4.473
C 3.470 4.126 2.979
O 4.895 4.595 2.994
O -0.305 2.109 0.167
C -0.764 3.281 0.927
O -1.765 3.322 1.809
I 0.336 5.181 0.595
H 0.297 -2.749 -0.234
H 0.765 -2.684 -2.062
H -1.060 -2.728 -1.546
H -1.008 -0.111 -1.480
H 1.181 -1.023 0.768
H -1.367 -1.034 1.099
H -1.851 0.135 2.494
H -2.616 1.116 -0.521
H -3.517 1.246 1.232
H -3.062 -1.680 -0.114
H -4.578 -1.006 0.894
H -5.455 -0.392 -1.173
H -4.220 -1.268 -1.868
H 1.334 0.189 2.586
H 1.655 1.981 2.071
H -0.050 3.184 4.972
H 0.671 3.717 3.297
H 2.316 4.804 4.849
H 3.795 3.671 5.198
H 2.817 4.995 2.489
H 3.447 3.212 2.239
H 5.169 4.588 2.009
C 7.233 -4.468 -2.595
O 7.006 -3.260 -1.872
C 5.718 -2.832 -1.891
O 4.787 -3.384 -2.457
O 5.646 -1.683 -1.172
C 4.340 -1.114 -1.105
H 8.295 -4.717 -2.512
H 6.653 -5.291 -2.164
H 6.992 -4.336 -3.654
H 3.644 -1.802 -0.615
H 3.983 -0.848 -2.105
H 4.399 -0.201 -0.507
C 6.931 -2.622 4.438
O 6.703 -1.413 5.161
C 5.416 -0.985 5.142
O 4.485 -1.537 4.576
O 5.343 0.163 5.861
C 4.037 0.732 5.928
H 7.992 -2.870 4.521
H 6.350 -3.444 4.869
H 6.690 -2.489 3.379
H 3.341 0.044 6.418
H 3.680 0.999 4.928
H 4.097 1.645 6.527
C 3.912 -0.786 -9.005
O 3.221 -1.685 -8.140
C 3.442 -1.469 -6.818
O 4.157 -0.601 -6.344
O 2.730 -2.387 -6.117
C 2.868 -2.279 -4.701
H 3.662 -1.051 -10.036
H 3.591 0.245 -8.827
H 4.995 -0.884 -8.878
H 2.505 -1.307 -4.351
H 3.909 -2.436 -4.402
H 2.256 -3.060 -4.242
C -8.735 0.250 4.451
O -8.244 1.574 4.648
C -6.983 1.777 4.190
O -6.275 0.943 3.646
O -6.647 3.067 4.440
C -5.336 3.426 4.008
H -9.750 0.201 4.855
H -8.777 0.008 3.384
H -8.115 -0.476 4.989
H -5.242 3.312 2.923
H -4.581 2.828 4.528
H -5.174 4.478 4.258
C -6.092 0.902 -4.008
O -6.797 -0.327 -3.845
C -7.465 -0.739 -4.952
O -7.501 -0.158 -6.025
O -8.085 -1.910 -4.658
C -8.832 -2.466 -5.738
H -5.595 1.135 -3.062
H -5.326 0.807 -4.785
H -6.785 1.716 -4.243
H -8.176 -2.695 -6.584
H -9.635 -1.786 -6.042
H -9.285 -3.399 -5.391

The frontier orbital gap is 8.85 eV. Its SMILES is C[C@H](Cl)[C@@H](Cl)[C@@](CCCN)(COCOCCO)OC(=O)I.COC(=O)OC.COC(=O)OC.COC(=O)OC.COC(=O)OC.COC(=O)OC. The calculation puts the energy at -3837.35603 Eh.

---

[2]
Computed, not measured: one molecule with the formula C14H12N4S, with ωB97M-V/def2-TZVPD.

Element x y z (Å)
C 1.111 -1.295 0.529
N 0.580 -0.569 -0.618
C 0.216 0.807 -0.581
N 0.539 1.464 0.503
N 0.186 2.795 0.540
C 0.320 3.509 1.644
C 0.824 3.220 3.006
C 1.331 1.963 3.394
C 1.705 1.728 4.712
C 1.650 2.774 5.606
C 1.137 3.996 5.193
N 0.799 4.216 3.918
S -0.598 1.376 -2.048
C -0.538 -0.265 -2.659
C -0.964 -0.674 -3.918
C -0.778 -2.004 -4.324
C -0.145 -2.909 -3.463
C 0.298 -2.497 -2.205
C 0.106 -1.169 -1.796
H 0.373 -1.967 0.981
H 1.495 -0.675 1.353
H 1.913 -1.944 0.177
H 0.005 4.544 1.557
H 1.405 1.156 2.683
H 2.056 0.745 4.964
H 1.968 2.626 6.616
H 1.010 4.841 5.871
H -1.448 0.074 -4.556
H -1.045 -2.356 -5.294
H -0.009 -3.920 -3.803
H 0.904 -3.186 -1.578

The frontier orbital gap is 7.74 eV. Its SMILES is Cn1/c(=N/N=C\c2ccccn2)sc2ccccc21. The relative energy (zero: lowest compared OMol25 entry of this formula, charge and spin) is 0.0 kJ/mol. The calculation puts the energy at -1157.86504 Eh.

---

[3]
Computed, not measured: a 6-piece molecular cluster, C32H51BClNO15PSi overall, with ωB97M-V/def2-TZVPD.

Element x y z (Å)
C 3.747 -2.478 -0.118
Si 4.156 -1.793 -1.886
C 6.049 -1.603 -2.058
C 3.656 -3.220 -3.111
N 3.195 -0.284 -2.113
C 1.943 -0.424 -2.860
C 0.959 0.766 -3.110
P -0.659 0.458 -4.033
O -0.459 -0.438 -5.283
C 1.357 2.174 -2.572
C 0.455 3.477 -2.762
O 0.539 4.108 -3.835
O -0.438 3.961 -1.765
B -0.488 3.074 -0.620
O -1.481 2.029 -0.604
O 0.373 3.183 0.543
C 2.691 2.287 -1.790
C 3.590 1.012 -1.558
C 4.923 1.256 -0.723
C 6.133 1.718 -1.716
C 7.593 1.350 -1.163
Cl 8.847 2.508 -1.867
H 2.616 -2.684 0.020
H 4.327 -3.456 0.094
H 4.008 -1.687 0.682
H 6.424 -1.129 -1.070
H 6.403 -1.007 -2.964
H 6.497 -2.671 -2.052
H 2.931 -3.969 -2.648
H 3.191 -2.725 -4.050
H 4.635 -3.711 -3.484
H 1.588 -1.436 -3.285
H -1.279 1.723 -4.367
H -1.514 -0.259 -3.102
H -1.272 1.413 0.135
H 0.962 2.394 0.551
H 2.986 3.328 -1.391
H 4.720 2.185 -0.060
H 5.214 0.420 -0.004
H 5.968 1.102 -2.685
H 6.013 2.816 -2.044
H 7.570 1.403 -0.016
H 7.925 0.303 -1.477
O 0.638 -0.811 1.266
C 0.309 -0.504 2.388
O 1.108 -0.644 3.476
C 0.374 -0.289 4.655
C -0.750 0.597 4.172
C -1.035 0.038 2.795
H 0.007 -1.205 5.127
H 1.030 0.230 5.356
H -1.616 0.595 4.835
H -0.396 1.629 4.083
H -1.754 -0.784 2.830
H -1.370 0.815 2.107
O 7.936 -3.333 1.102
C 7.364 -4.107 1.828
O 6.842 -5.294 1.416
C 6.141 -5.908 2.503
C 6.726 -5.292 3.752
C 7.082 -3.895 3.291
H 5.073 -5.695 2.395
H 6.290 -6.989 2.473
H 6.043 -5.312 4.603
H 7.637 -5.827 4.038
H 6.241 -3.204 3.394
H 7.961 -3.512 3.809
O -5.099 6.526 2.636
C -4.584 6.160 1.613
O -4.293 4.859 1.328
C -3.590 4.792 0.085
C -3.944 6.068 -0.643
C -4.126 7.052 0.492
H -2.517 4.716 0.294
H -3.905 3.905 -0.469
H -3.189 6.372 -1.371
H -4.893 5.940 -1.174
H -3.183 7.526 0.776
H -4.879 7.804 0.256
O -7.418 -0.951 -1.929
C -7.295 0.139 -1.433
O -6.941 0.346 -0.134
C -6.994 1.748 0.154
C -6.871 2.433 -1.186
C -7.548 1.453 -2.121
H -7.945 1.967 0.648
H -6.177 2.016 0.827
H -7.314 3.430 -1.201
H -5.814 2.529 -1.457
H -8.625 1.624 -2.181
H -7.099 1.469 -3.114
O -4.962 -4.059 2.784
C -5.813 -4.079 1.930
O -6.932 -4.850 1.988
C -7.667 -4.714 0.765
C -7.216 -3.398 0.176
C -5.779 -3.307 0.639
H -7.427 -5.563 0.118
H -8.737 -4.722 0.976
H -7.331 -3.348 -0.907
H -7.795 -2.578 0.614
H -5.096 -3.803 -0.055
H -5.475 -2.274 0.807

The frontier orbital gap is 6.23 eV. As for the total charge: +1. The calculation puts the energy at -3549.01339 Eh.

---

[4]
Computed, not measured: C22H32Cl2FN3O4PSiTeTi as an isolated structure, with ωB97M-V/def2-TZVPD.

Element x y z (Å)
Ti 0.301 0.250 0.370
C 0.284 0.423 4.851
Si 0.690 -0.829 3.530
C 2.515 -0.776 3.181
C 0.459 -2.558 4.240
N -0.277 -0.599 2.106
C -1.601 -1.021 2.050
C -2.378 -1.402 3.162
C -3.675 -1.873 3.055
C -4.297 -1.984 1.819
C -3.590 -1.581 0.695
C -2.313 -1.105 0.846
F -1.678 -0.695 -0.309
H 1.028 0.390 5.653
H -0.704 0.256 5.287
H 0.283 1.426 4.419
H 3.037 -0.988 4.121
H 2.865 0.181 2.799
H 2.784 -1.548 2.454
H 1.264 -2.743 4.959
H 0.555 -3.295 3.435
H -0.490 -2.740 4.744
H -1.943 -1.288 4.144
H -4.212 -2.140 3.958
H -5.312 -2.347 1.730
H -4.021 -1.603 -0.298
N 0.845 -0.158 -3.788
C 0.646 -0.346 -2.463
O 0.316 0.608 -1.754
C 0.745 -1.736 -1.907
C 0.901 -1.701 -0.383
H 0.903 0.794 -4.112
H 1.332 -0.864 -4.309
H 1.533 -2.277 -2.447
H -0.200 -2.211 -2.193
H 1.940 -1.893 -0.116
H 0.299 -2.500 0.057
C -0.665 5.308 3.229
C -1.391 5.281 1.905
O -0.996 4.140 1.129
P -1.922 2.853 0.906
O -0.993 1.770 0.420
Te -3.321 2.432 2.737
O -2.769 3.193 -0.416
C -3.833 4.142 -0.435
C -3.382 5.414 -1.122
H -0.925 6.222 3.768
H 0.413 5.286 3.074
H -0.958 4.449 3.835
H -1.136 6.155 1.303
H -2.470 5.272 2.067
H -4.189 4.334 0.579
H -4.655 3.678 -0.981
H -2.559 5.880 -0.579
H -4.212 6.123 -1.175
H -3.039 5.202 -2.136
Cl 3.742 0.058 -1.654
C 4.080 1.225 -0.393
C 5.324 1.827 -0.415
C 5.663 2.761 0.551
C 4.732 3.071 1.531
C 3.488 2.467 1.529
Cl 2.384 2.887 2.801
C 3.087 1.509 0.568
N 1.880 0.910 0.592
H 6.026 1.552 -1.191
H 6.639 3.228 0.547
H 4.964 3.787 2.309

The frontier orbital gap is 6.75 eV. As for the total charge: -1. The relative energy (zero: lowest compared OMol25 entry of this formula, charge and spin) is 0.0 kJ/mol. The calculation puts the energy at -4091.67762 Eh.

---

[5]
Computed, not measured: C5H15InNO2 as an isolated structure, with ωB97M-V/def2-TZVPD.

Element x y z (Å)
In 1.428 0.832 -0.969
C -2.208 -1.995 0.852
C -0.962 -1.083 0.928
C -0.145 -0.894 2.187
O 0.814 0.106 1.836
C 1.667 0.447 2.927
N -0.166 -1.465 -0.247
H -2.850 -1.845 -0.021
H -2.911 -1.898 1.696
H -1.928 -3.053 0.888
H -1.346 -0.057 0.772
H 0.436 -1.779 2.476
H -0.810 -0.581 2.996
H 1.161 0.956 3.760
H 2.423 1.151 2.582
H 2.145 -0.468 3.308
H 0.349 -2.341 -0.030
H -0.851 -1.845 -0.927
C 0.409 2.917 -4.140
O 1.085 1.761 -3.663
H 1.107 3.553 -4.686
H -0.442 2.627 -4.793
H -0.078 3.479 -3.339
H 1.672 1.475 -4.392

The frontier orbital gap is 3.23 eV. As for the total charge: +3. The relative energy (zero: lowest compared OMol25 entry of this formula, charge and spin) is 209.4 kJ/mol. The calculation puts the energy at -593.45719 Eh.

---

Question: Which of these has the lowest energy?
Answer: C22H32Cl2FN3O4PSiTeTi

---

Please write out number 3 again, unchanged.
Computed, not measured: a 6-piece molecular cluster, C32H51BClNO15PSi overall, with ωB97M-V/def2-TZVPD.

Element x y z (Å)
C 3.747 -2.478 -0.118
Si 4.156 -1.793 -1.886
C 6.049 -1.603 -2.058
C 3.656 -3.220 -3.111
N 3.195 -0.284 -2.113
C 1.943 -0.424 -2.860
C 0.959 0.766 -3.110
P -0.659 0.458 -4.033
O -0.459 -0.438 -5.283
C 1.357 2.174 -2.572
C 0.455 3.477 -2.762
O 0.539 4.108 -3.835
O -0.438 3.961 -1.765
B -0.488 3.074 -0.620
O -1.481 2.029 -0.604
O 0.373 3.183 0.543
C 2.691 2.287 -1.790
C 3.590 1.012 -1.558
C 4.923 1.256 -0.723
C 6.133 1.718 -1.716
C 7.593 1.350 -1.163
Cl 8.847 2.508 -1.867
H 2.616 -2.684 0.020
H 4.327 -3.456 0.094
H 4.008 -1.687 0.682
H 6.424 -1.129 -1.070
H 6.403 -1.007 -2.964
H 6.497 -2.671 -2.052
H 2.931 -3.969 -2.648
H 3.191 -2.725 -4.050
H 4.635 -3.711 -3.484
H 1.588 -1.436 -3.285
H -1.279 1.723 -4.367
H -1.514 -0.259 -3.102
H -1.272 1.413 0.135
H 0.962 2.394 0.551
H 2.986 3.328 -1.391
H 4.720 2.185 -0.060
H 5.214 0.420 -0.004
H 5.968 1.102 -2.685
H 6.013 2.816 -2.044
H 7.570 1.403 -0.016
H 7.925 0.303 -1.477
O 0.638 -0.811 1.266
C 0.309 -0.504 2.388
O 1.108 -0.644 3.476
C 0.374 -0.289 4.655
C -0.750 0.597 4.172
C -1.035 0.038 2.795
H 0.007 -1.205 5.127
H 1.030 0.230 5.356
H -1.616 0.595 4.835
H -0.396 1.629 4.083
H -1.754 -0.784 2.830
H -1.370 0.815 2.107
O 7.936 -3.333 1.102
C 7.364 -4.107 1.828
O 6.842 -5.294 1.416
C 6.141 -5.908 2.503
C 6.726 -5.292 3.752
C 7.082 -3.895 3.291
H 5.073 -5.695 2.395
H 6.290 -6.989 2.473
H 6.043 -5.312 4.603
H 7.637 -5.827 4.038
H 6.241 -3.204 3.394
H 7.961 -3.512 3.809
O -5.099 6.526 2.636
C -4.584 6.160 1.613
O -4.293 4.859 1.328
C -3.590 4.792 0.085
C -3.944 6.068 -0.643
C -4.126 7.052 0.492
H -2.517 4.716 0.294
H -3.905 3.905 -0.469
H -3.189 6.372 -1.371
H -4.893 5.940 -1.174
H -3.183 7.526 0.776
H -4.879 7.804 0.256
O -7.418 -0.951 -1.929
C -7.295 0.139 -1.433
O -6.941 0.346 -0.134
C -6.994 1.748 0.154
C -6.871 2.433 -1.186
C -7.548 1.453 -2.121
H -7.945 1.967 0.648
H -6.177 2.016 0.827
H -7.314 3.430 -1.201
H -5.814 2.529 -1.457
H -8.625 1.624 -2.181
H -7.099 1.469 -3.114
O -4.962 -4.059 2.784
C -5.813 -4.079 1.930
O -6.932 -4.850 1.988
C -7.667 -4.714 0.765
C -7.216 -3.398 0.176
C -5.779 -3.307 0.639
H -7.427 -5.563 0.118
H -8.737 -4.722 0.976
H -7.331 -3.348 -0.907
H -7.795 -2.578 0.614
H -5.096 -3.803 -0.055
H -5.475 -2.274 0.807

The frontier orbital gap is 6.23 eV. As for the total charge: +1. The calculation puts the energy at -3549.01339 Eh.